Density functional theory data (the ωB97M-V functional and the def2-TZVPD basis) for a structure of composition C29H30As2KO2P.

Each line ends with the natural charge from an NBO analysis.
Atoms and positions in Å:
As 1.24518 1.36867 1.60561  0.8381
As 1.77643 3.79813 -0.75520  0.8505
K 1.18341 0.77334 -1.73521  0.8958
P -0.85146 -1.68306 -0.96134  0.7848
O -0.61340 0.91135 -3.51827  -0.7618
O 0.97078 -0.64125 -3.77576  -0.7760
C -2.23137 -1.82546 0.22433  -0.3480
C -1.28422 -1.35593 -3.71025  -0.0631
C 1.70807 5.57804 1.57669  -0.2494
C -4.36644 -1.83148 2.02634  -0.2131
C 0.82891 -3.20451 0.62838  -0.2353
C 1.57174 5.92084 2.91409  -0.1997
C -3.24978 -3.34614 -3.84119  -0.2338
C -4.16854 -0.74485 1.18377  -0.2284
C 2.45662 0.58160 2.92929  -0.9385
C -2.88230 -2.64702 -4.98490  -0.1905
C -1.64765 -2.06158 -2.55973  -0.3562
C -3.10382 -0.73887 0.29755  -0.1421
C 1.30108 -5.18254 -1.24658  -0.1918
C -3.50218 -2.91396 1.96488  -0.1988
C 1.27262 3.61167 3.45672  -0.2045
C 0.43046 -4.14098 -1.54433  -0.2312
C 1.68464 -4.25045 0.93041  -0.2171
C 2.18843 5.56213 -1.49253  -0.9536
C 1.35565 4.93460 3.86233  -0.2093
C -1.91278 -1.66212 -4.91538  -0.1953
C -0.22307 -0.26291 -3.70014  0.7246
C 1.92441 -5.24462 -0.01042  -0.2152
C -0.45412 0.93765 2.47244  -0.9366
C 0.17943 -3.14411 -0.60664  -0.2481
C 3.63072 3.13176 -0.72158  -0.9514
C -2.63463 -3.04719 -2.63864  -0.1853
C 1.40125 3.25641 2.11741  -0.3827
C -2.44346 -2.91463 1.06510  -0.2262
C 1.63109 4.25123 1.15806  -0.2167
H 1.87391 6.37354 0.86320  0.2111
H -2.95098 0.11604 -0.35321  0.2144
H 3.03750 6.02388 -0.99053  0.2191
H 2.21584 0.90095 3.94220  0.2177
H -4.84020 0.10345 1.22039  0.2150
H -1.63492 -1.11177 -5.80581  0.2187
H -0.04671 -4.10084 -2.51482  0.2333
H 2.17063 -4.28749 1.89745  0.2119
H -2.92234 -3.58083 -1.73969  0.2141
H 1.48857 -5.94663 -1.99011  0.2147
H 2.59853 -6.05968 0.21909  0.2138
H -1.78305 -3.77168 1.02163  0.2235
H -0.61847 -0.13847 2.41087  0.2348
H 4.25983 3.84158 -0.18611  0.2281
H -3.35783 -2.86751 -5.93249  0.2113
H 1.09741 2.84688 4.20463  0.2054
H 0.65624 -2.42809 1.36791  0.2044
H -3.65325 -3.76736 2.61401  0.2127
H 3.47983 0.87123 2.69459  0.2319
H -4.01227 -4.11309 -3.88596  0.2120
H 3.67850 2.16796 -0.21385  0.2214
H 2.42783 5.42851 -2.54677  0.2397
H -1.26319 1.43596 1.94102  0.2386
H 1.24802 5.19118 4.90828  0.2166
H -5.19207 -1.83262 2.72631  0.2140
H -0.45352 1.25095 3.51559  0.2176
H 2.37807 -0.50372 2.86838  0.2297
H 3.99831 3.01753 -1.74133  0.2302
H 1.31393 6.20644 -1.42143  0.2346
H 1.63413 6.95996 3.21125  0.2160

Its gap between HOMO and LUMO is 8.286 eV. The total charge is 0. The value obtained for the LUMO energy is 0.0088 Eh. Its highest occupied orbital energy is -8.047 eV.